Here is C27H44AsCdIN2OPS as an isolated structure from OMol25. Energies are from ωB97M-V with the def2-TZVPD basis set.

Each line ends with the Löwdin charge.
Atoms and positions in Å:
Cd (0.345, -1.372, -0.717)  1.149
C (1.396, 0.987, -3.575)  -0.129
C (-0.042, 0.605, -3.902)  -0.548
C (-0.746, 1.739, -4.643)  -0.097
P (-0.908, 0.079, -2.362)  0.983
C (-2.632, -0.282, -2.883)  -0.560
C (-3.543, -0.511, -1.683)  -0.125
C (-2.642, -1.493, -3.815)  -0.110
C (-0.923, 1.480, -1.222)  -0.331
C (-1.850, 2.514, -1.409)  -0.078
C (-1.910, 3.628, -0.593)  -0.283
C (-2.897, 4.736, -0.830)  -0.051
C (-0.985, 3.687, 0.454)  -0.030
C (-0.063, 2.689, 0.676)  -0.025
C (0.012, 1.543, -0.147)  -0.366
N (0.908, 0.536, 0.102)  -0.105
C (1.995, 0.725, 0.988)  -0.265
C (3.094, 1.528, 0.624)  -0.201
C (3.110, 2.269, -0.680)  -0.030
C (4.196, 1.606, 1.463)  -0.005
C (4.273, 0.904, 2.662)  -0.275
C (5.498, 0.981, 3.531)  -0.047
C (3.179, 0.134, 3.021)  -0.035
C (2.042, 0.050, 2.216)  -0.237
C (0.870, -0.748, 2.712)  -0.070
H (1.930, 1.241, -4.491)  0.089
H (1.938, 0.178, -3.081)  0.062
H (1.413, 1.860, -2.921)  0.065
H (-0.034, -0.292, -4.530)  0.101
H (-0.831, 2.623, -4.008)  0.077
H (-1.741, 1.463, -4.992)  0.071
H (-0.159, 2.018, -5.519)  0.087
H (-2.991, 0.590, -3.437)  0.097
H (-3.216, -1.391, -1.122)  0.029
H (-4.564, -0.688, -2.025)  0.091
H (-3.551, 0.355, -1.021)  0.054
H (-2.278, -2.383, -3.295)  0.075
H (-2.031, -1.344, -4.705)  0.068
H (-3.662, -1.693, -4.147)  0.087
H (-2.557, 2.442, -2.230)  0.106
H (-3.675, 4.427, -1.529)  0.075
H (-2.410, 5.619, -1.247)  0.084
H (-3.384, 5.041, 0.097)  0.080
H (-0.996, 4.543, 1.120)  0.120
H (0.627, 2.774, 1.507)  0.118
H (3.058, 1.569, -1.514)  0.062
H (4.024, 2.851, -0.780)  0.083
H (2.261, 2.949, -0.775)  0.079
H (5.031, 2.230, 1.163)  0.120
H (5.963, 1.964, 3.470)  0.081
H (6.246, 0.247, 3.224)  0.083
H (5.254, 0.787, 4.575)  0.078
H (3.184, -0.387, 3.974)  0.119
H (0.877, -0.774, 3.803)  0.084
H (0.881, -1.787, 2.364)  0.038
H (-0.065, -0.299, 2.378)  0.040
N (3.380, -2.716, 1.208)  0.204
C (2.516, -3.344, 0.422)  -0.647
O (2.035, -2.800, -0.587)  -0.146
C (2.142, -4.773, 0.720)  -0.560
I (1.887, -5.206, 2.785)  0.846
H (3.595, -1.744, 1.025)  0.119
H (3.727, -3.144, 2.050)  0.074
H (2.922, -5.435, 0.350)  0.066
H (1.207, -4.992, 0.219)  0.024
C (-1.844, -2.772, 3.633)  -0.233
As (-2.475, -2.344, 1.866)  0.714
C (-2.755, -0.438, 1.782)  -0.222
C (-4.211, -3.152, 1.707)  -0.245
S (-1.228, -3.156, 0.351)  0.067
H (-2.684, -2.757, 4.327)  0.048
H (-1.098, -2.045, 3.938)  0.017
H (-1.397, -3.764, 3.602)  0.026
H (-3.142, -0.103, 2.744)  0.056
H (-3.482, -0.230, 1.002)  0.018
H (-1.825, 0.081, 1.552)  0.011
H (-4.828, -2.871, 2.560)  0.048
H (-4.091, -4.232, 1.669)  0.045
H (-4.671, -2.807, 0.783)  0.038

Summary:
HOMO energy = -0.3455 hartree
F_max = 0.0065 hartree/bohr
Net charge = +1
Kohn-Sham gap = 0.260 Eh
E_tot = -127366.232 eV


Here is C27H44BBeBr3Cl2FKLiN4O13P as an isolated structure at a distorted geometry from OMol25. Energies are from ωB97M-V with the def2-TZVPD basis set.

Each line ends with the Löwdin charge.
Atoms and positions in Å:
C (-2.018, 0.562, 6.788)  -0.094
C (-1.338, 1.811, 6.191)  -0.317
P (-0.841, 1.545, 4.472)  1.011
C (0.440, 0.269, 4.418)  -0.484
C (-0.031, -1.187, 4.724)  -0.232
N (-2.047, 1.286, 3.545)  -0.062
C (-2.515, 2.323, 2.651)  -0.313
C (-1.533, 2.685, 1.559)  -0.196
C (-1.273, 4.022, 1.337)  -0.055
C (-0.366, 4.419, 0.380)  -0.080
C (0.266, 3.458, -0.371)  -0.078
C (-0.017, 2.124, -0.188)  -0.051
C (-0.922, 1.708, 0.775)  -0.223
C (-1.254, 0.243, 0.908)  -0.088
H (-3.079, 0.756, 6.871)  0.086
H (-1.921, -0.324, 6.172)  0.055
H (-1.605, 0.337, 7.765)  0.081
H (-2.059, 2.623, 6.162)  0.087
H (-0.470, 2.144, 6.752)  0.075
H (1.201, 0.521, 5.179)  0.044
H (0.962, 0.219, 3.460)  -0.076
H (0.559, -1.856, 4.110)  0.027
H (0.085, -1.461, 5.767)  0.081
H (-1.068, -1.329, 4.429)  -0.097
H (-2.732, 3.206, 3.258)  0.109
H (-3.427, 1.972, 2.196)  0.052
H (-1.781, 4.784, 1.913)  0.118
H (-0.181, 5.472, 0.242)  0.111
H (0.971, 3.742, -1.140)  0.108
H (0.461, 1.372, -0.798)  0.102
H (-1.067, -0.264, -0.033)  0.071
H (-2.289, 0.120, 1.195)  0.088
H (-0.638, -0.234, 1.663)  -0.030
Be (1.482, -1.461, 0.857)  0.559
F (-4.492, 1.382, 3.740)  -0.598
K (2.472, 1.393, 3.450)  0.820
B (-4.204, 4.459, -2.485)  -0.866
O (-4.942, 4.026, -1.249)  0.264
C (-4.496, 4.689, -0.235)  -0.388
O (-4.862, 4.583, 0.920)  0.048
C (-3.388, 5.660, -0.712)  -0.398
O (-2.775, 6.409, -0.005)  0.138
O (-3.252, 5.494, -2.008)  0.248
O (-3.507, 3.337, -3.102)  0.231
C (-3.938, 3.183, -4.356)  -0.411
O (-3.569, 2.364, -5.136)  0.164
C (-5.003, 4.280, -4.605)  -0.538
O (-5.599, 4.478, -5.616)  0.007
O (-5.121, 4.993, -3.489)  0.227
C (4.544, -1.957, 1.493)  -0.171
C (4.911, -2.155, 0.026)  -0.264
C (5.198, -3.614, -0.318)  -0.166
C (6.336, -4.334, 0.379)  -0.090
N (7.731, -3.747, 0.258)  -0.253
C (8.717, -4.863, 0.532)  -0.102
C (8.902, -5.551, -0.804)  -0.138
C (8.890, -4.391, -1.810)  -0.121
C (8.082, -3.272, -1.134)  -0.077
C (7.955, -2.672, 1.262)  0.010
H (5.305, -2.342, 2.175)  0.065
H (4.399, -0.889, 1.698)  0.040
H (3.615, -2.474, 1.733)  -0.009
H (5.738, -1.493, -0.257)  0.091
H (4.069, -1.840, -0.596)  0.080
H (5.306, -3.709, -1.402)  0.116
H (4.301, -4.190, -0.079)  0.114
H (6.384, -5.340, -0.032)  0.138
H (6.143, -4.442, 1.447)  0.138
H (9.645, -4.403, 0.869)  0.135
H (8.315, -5.502, 1.315)  0.148
H (8.084, -6.243, -1.001)  0.119
H (9.825, -6.124, -0.840)  0.125
H (8.456, -4.689, -2.761)  0.120
H (9.900, -4.043, -2.018)  0.116
H (7.177, -3.018, -1.672)  0.116
H (8.677, -2.369, -1.024)  0.130
H (7.718, -3.064, 2.247)  0.117
H (7.328, -1.819, 1.029)  0.090
H (9.000, -2.374, 1.220)  0.107
C (-8.770, 1.623, -5.203)  -1.601
Br (-10.098, 1.743, -3.802)  0.549
Br (-7.192, 2.663, -4.827)  0.869
Br (-8.366, -0.208, -5.623)  0.576
H (-9.214, 2.046, -6.091)  -0.084
Cl (-1.604, -2.902, 3.130)  -0.261
O (4.177, -7.270, 2.055)  -0.396
Cl (3.025, -6.411, 1.875)  0.622
O (2.803, -6.215, 0.454)  -0.394
O (3.305, -5.111, 2.487)  -0.424
O (1.874, -6.980, 2.498)  -0.335
C (-10.885, 2.769, -8.446)  -0.659
O (-10.464, 1.901, -7.700)  0.007
N (-10.051, 3.593, -9.148)  0.157
N (-12.222, 2.981, -8.633)  0.152
H (-10.374, 4.313, -9.764)  0.092
H (-9.064, 3.459, -9.026)  0.109
H (-12.853, 2.389, -8.126)  0.104
H (-12.592, 3.687, -9.239)  0.091
Li (-4.834, 2.954, 2.343)  0.765

Summary:
HOMO energy = -0.2685 hartree
F_max = 0.0597 hartree/bohr
Kohn-Sham gap = 0.127 Eh
E_tot = -326067.379 eV


Here is a 5-piece molecular cluster, C27H44BN2O12S overall at a distorted geometry from OMol25. Energies are from ωB97M-V with the def2-TZVPD basis set.

Each line ends with the Löwdin charge.
Atoms and positions in Å:
C (-4.145, 0.163, 2.794)  -0.067
C (-3.107, 0.587, 1.729)  -0.201
C (-1.738, 0.630, 2.358)  -0.127
O (-0.684, 0.417, 1.353)  -0.009
C (0.301, -0.365, 1.804)  -0.298
N (0.166, -1.642, 1.555)  0.262
N (1.116, -2.455, 2.008)  -0.082
C (0.877, -3.879, 1.709)  -0.102
C (0.094, -4.588, 2.841)  -0.393
C (-1.001, -5.442, 2.192)  -0.026
O (0.942, -5.430, 3.604)  -0.044
C (2.170, -2.008, 2.684)  -0.498
S (3.386, -3.176, 3.252)  0.902
C (2.357, -0.646, 2.922)  0.040
C (1.390, 0.235, 2.469)  0.080
B (1.522, 1.817, 2.670)  -0.606
O (2.324, 2.487, 1.786)  0.216
O (0.909, 2.473, 3.673)  0.074
C (0.202, 3.679, 3.359)  -0.029
H (-3.658, 0.022, 3.760)  0.069
H (-4.901, 0.922, 2.938)  0.058
H (-4.598, -0.790, 2.545)  0.076
H (-3.156, -0.107, 0.895)  0.115
H (-3.402, 1.564, 1.370)  0.062
H (-1.596, 1.593, 2.840)  0.116
H (-1.641, -0.147, 3.112)  0.125
H (1.788, -4.391, 1.428)  0.112
H (0.243, -3.880, 0.829)  0.128
H (-0.351, -3.836, 3.485)  0.147
H (-1.873, -4.856, 1.916)  0.091
H (-1.242, -6.292, 2.817)  0.091
H (-0.605, -5.848, 1.258)  0.088
H (1.432, -5.979, 2.985)  0.100
H (2.948, -3.563, 4.459)  -0.079
H (3.229, -0.300, 3.452)  0.136
H (2.297, 2.065, 0.921)  0.122
H (-0.843, 3.545, 3.623)  0.083
H (0.608, 4.508, 3.927)  0.103
H (0.254, 3.931, 2.302)  0.095
O (-5.508, 2.849, 1.607)  0.126
C (-4.870, 3.858, 1.578)  -0.466
O (-3.504, 3.855, 1.576)  -0.021
C (-3.021, 5.216, 1.632)  -0.155
C (-4.164, 6.075, 1.114)  -0.139
C (-5.386, 5.279, 1.567)  -0.060
H (-2.765, 5.446, 2.669)  0.124
H (-2.126, 5.295, 1.018)  0.121
H (-4.133, 7.096, 1.488)  0.121
H (-4.134, 6.113, 0.025)  0.121
H (-5.701, 5.540, 2.579)  0.136
H (-6.225, 5.372, 0.884)  0.133
O (3.494, -5.784, -2.949)  0.146
C (3.536, -4.759, -2.348)  -0.467
O (2.398, -4.139, -1.888)  0.014
C (2.739, -2.878, -1.302)  -0.167
C (4.201, -2.996, -0.920)  -0.155
C (4.759, -3.924, -1.989)  -0.057
H (2.560, -2.092, -2.037)  0.113
H (2.113, -2.697, -0.430)  0.089
H (4.702, -2.030, -0.871)  0.114
H (4.281, -3.473, 0.062)  0.102
H (5.086, -3.371, -2.870)  0.118
H (5.563, -4.558, -1.630)  0.131
O (5.340, -0.721, -3.281)  0.112
C (4.684, -0.429, -4.241)  -0.485
O (4.968, 0.641, -5.006)  0.038
C (3.967, 0.812, -6.028)  -0.143
C (3.328, -0.561, -6.190)  -0.144
C (3.442, -1.127, -4.775)  -0.081
H (3.255, 1.566, -5.688)  0.127
H (4.448, 1.168, -6.935)  0.129
H (2.311, -0.518, -6.574)  0.118
H (3.920, -1.167, -6.875)  0.123
H (2.591, -0.848, -4.151)  0.121
H (3.572, -2.207, -4.764)  0.122
O (-4.023, 4.150, -2.688)  0.128
C (-3.433, 3.115, -2.765)  -0.485
O (-3.285, 2.435, -3.925)  0.035
C (-2.624, 1.181, -3.688)  -0.150
C (-1.869, 1.369, -2.376)  -0.154
C (-2.778, 2.347, -1.632)  -0.078
H (-3.383, 0.399, -3.621)  0.129
H (-1.970, 0.965, -4.529)  0.124
H (-1.689, 0.435, -1.846)  0.108
H (-0.903, 1.839, -2.568)  0.115
H (-3.556, 1.832, -1.067)  0.126
H (-2.223, 3.016, -0.980)  0.118

Summary:
Energy relative to the best compared isomer or geometry (same formula, charge and spin) = 0.000 eV
HOMO energy = -0.4460 hartree
F_max = 0.0285 hartree/bohr
Net charge = +1
Kohn-Sham gap = 0.272 Eh
E_tot = -67770.008 eV